Computed, not measured: a cluster of 2 separate species, C6H14N2O2 in total in a non-equilibrium geometry, with ωB97M-V/def2-TZVPD.

Each atom is followed by the atoms it is bonded to, with distances in Å.
Element x y z (Å)
1 C -0.39 -0.08 0.89  C2 1.518, H9 1.098, H10 1.101, N21 1.459
2 C -1.57 0.49 0.12  C1 1.518, C3 1.519, H11 1.105, O23 1.424
3 C -1.81 1.96 0.43  C2 1.519, H13 1.109, H14 1.105, O24 1.412
4 C 2.88 -0.10 -1.12  C5 1.472, H18 1.110, H19 1.101, N22 1.459
5 C 1.66 -0.81 -1.53  C4 1.472, C6 1.197
6 C 0.65 -1.38 -1.83  C5 1.197, H20 1.085
7 H 0.58 -1.87 0.99  N21 1.013
8 H -0.98 -1.99 0.56  N21 1.018
9 H 0.49 0.54 0.69  C1 1.098
10 H -0.62 -0.01 1.96  C1 1.101
11 H -1.34 0.40 -0.96  C2 1.105
12 H -3.42 -0.09 -0.13  O23 0.969
13 H -0.96 2.55 0.03  C3 1.109
14 H -2.72 2.28 -0.12  C3 1.105
15 H -2.10 3.07 1.99  O24 0.962
16 H 3.42 -1.41 0.35  N22 1.024
17 H 4.66 -0.47 -0.18  N22 1.030
18 H 2.59 0.76 -0.48  C4 1.110
19 H 3.36 0.33 -2.01  C4 1.101
20 H -0.25 -1.91 -2.11  C6 1.085
21 N -0.13 -1.44 0.42  C1 1.459, H7 1.013, H8 1.018
22 N 3.83 -1.01 -0.49  C4 1.459, H16 1.024, H17 1.030
23 O -2.69 -0.32 0.46  C2 1.424, H12 0.969
24 O -1.96 2.13 1.82  C3 1.412, H15 0.962

Output
Total energy, hartree: -496.88296
SMILES: NC[C@@H](O)CO.C#CCN
Total charge: 0



Computed, not measured: a cluster of 2 separate species, C6H14N2O2 in total in a non-equilibrium geometry, with ωB97M-V/def2-TZVPD.

Each atom is followed by the atoms it is bonded to, with distances in Å.
Element x y z (Å)
1 C 1.27 1.48 1.48  C3 1.455, H6 1.113, H9 1.053, H10 1.209
2 C -2.43 1.90 0.37  N5 1.535, H8 1.124, H11 1.071, H12 1.079
3 C 0.16 1.82 0.60  C1 1.455, O4 1.207, N5 1.367
4 O 0.40 2.14 -0.53  C3 1.207
5 N -1.10 1.61 1.08  C2 1.535, C3 1.367, H7 1.014
6 H 2.27 1.72 1.03  C1 1.113
7 H -1.26 1.00 1.88  N5 1.014
8 H -2.37 2.81 -0.29  C2 1.124
9 H 1.60 1.93 2.37  C1 1.053
10 H 1.28 0.27 1.51  C1 1.209
11 H -2.72 1.04 -0.19  C2 1.071
12 H -3.21 1.98 1.12  C2 1.079
13 C -1.15 -2.39 -0.17  N17 1.511, H19 1.071, H21 1.268, H22 1.174
14 C 2.06 -0.78 -1.69  C15 1.536, H20 1.117, H23 1.053, H24 1.177
15 C 1.24 -1.82 -0.91  C14 1.536, O16 1.201, N17 1.411
16 O 1.80 -2.85 -0.69  C15 1.201
17 N -0.05 -1.41 -0.50  C13 1.511, C15 1.411, H18 0.942
18 H -0.33 -0.51 -0.46  N17 0.942
19 H -1.52 -2.50 -1.17  C13 1.071
20 H 1.57 -0.66 -2.68  C14 1.117
21 H -0.80 -3.53 0.25  C13 1.268
22 H -1.94 -2.10 0.65  C13 1.174
23 H 2.12 0.18 -1.26  C14 1.053
24 H 3.10 -1.33 -1.81  C14 1.177

Output
Total energy, hartree: -496.94648
SMILES: CNC(C)=O.CNC(C)=O
Total charge: 0



| no. | HOMO level (eV) | LUMO (eV) |
| --- | --- | --- |
| 1 | -7.82 | 0.7 |
| 2 | -9.58 | 0.6 |